# 1
Below is a molecular structure, C15H16Br2F3PbS5SbSe5Te, with properties calculated with ωB97M-V with the def2-TZVPD basis set.

Calculated values
Relative energy (zero: lowest compared OMol25 entry of this formula, charge and spin), kJ/mol: 17.5

ORCA input file:
```
! wB97M-V def2-TZVPD RIJCOSX def2/J DEFGRID3
* xyz -2 1
Pb -1.651 0.457 1.048
Br -2.778 -0.156 4.758
C -3.291 -1.680 3.703
Br -1.779 -2.796 3.307
H -3.704 -1.351 2.753
H -4.010 -2.258 4.267
S -1.367 4.785 -3.642
S -2.084 3.193 -4.751
S -3.793 2.525 -3.826
S -3.141 1.166 -2.447
Te -0.138 3.799 -1.838
C 1.655 3.485 -2.881
C 2.729 4.329 -2.966
C 3.783 3.810 -3.762
C 3.488 2.574 -4.261
S 1.954 2.033 -3.746
H 2.750 5.294 -2.479
H 4.714 4.326 -3.951
H 4.110 1.954 -4.887
F -1.028 3.239 2.626
C -0.313 2.325 1.903
F 0.492 3.107 1.091
F 0.583 1.794 2.817
Se -4.586 -1.348 0.137
Sb -5.560 0.879 0.302
Se -5.735 1.823 2.515
Se -7.104 1.479 -1.434
Se -3.266 2.265 -0.526
C 2.542 -4.517 2.476
C 1.954 -3.458 1.580
C 0.768 -3.669 0.898
C 0.191 -2.684 0.097
C -1.105 -2.979 -0.605
C 0.830 -1.443 -0.025
Se 0.021 -0.045 -1.083
C 2.050 -1.219 0.638
C 2.790 0.088 0.531
C 2.585 -2.228 1.430
H 1.976 -5.446 2.408
H 2.531 -4.195 3.520
H 3.580 -4.732 2.211
H 0.258 -4.623 0.998
H -1.374 -4.030 -0.487
H -1.034 -2.738 -1.666
H -1.931 -2.379 -0.213
H 2.212 0.899 0.977
H 2.958 0.361 -0.511
H 3.750 0.026 1.047
H 3.520 -2.044 1.951
*
```

---

# 2
Below is a molecular structure, C15H16Br36F3NO6PS2, with properties calculated with ωB97M-V with the def2-TZVPD basis set.

ORCA input file:
```
! wB97M-V def2-TZVPD RIJCOSX def2/J DEFGRID3
* xyz -1 1
O -0.204 0.461 -4.679
C 0.530 0.272 -3.728
O 1.300 -0.665 -3.436
C 0.539 1.403 -2.630
N 0.595 2.722 -3.325
S 1.114 4.003 -2.467
O 1.559 3.675 -1.138
O 1.963 4.795 -3.326
C -0.372 5.081 -2.265
F 0.067 6.277 -1.820
F -1.237 4.594 -1.364
F -0.990 5.251 -3.446
P -0.979 1.146 -1.657
O -0.577 1.565 -0.164
O -1.105 -0.429 -1.548
S -2.595 1.920 -2.328
H 1.439 1.256 -2.028
H 1.307 2.649 -4.055
H -0.645 2.522 -0.059
H -0.266 -0.873 -1.343
C 3.781 -1.591 -0.304
Br 2.235 -0.464 -0.342
Br 4.366 -1.878 1.506
Br 3.496 -3.228 -1.252
H 4.566 -1.051 -0.814
C 4.933 2.108 -5.545
Br 4.997 3.943 -4.982
Br 3.464 1.165 -4.752
Br 4.909 1.950 -7.461
H 5.839 1.634 -5.199
C -1.870 -0.340 2.835
Br 0.030 -0.542 2.767
Br -2.695 -0.700 1.147
Br -2.663 -1.407 4.233
H -2.071 0.693 3.078
C 2.990 -3.455 -6.292
Br 1.517 -4.614 -5.829
Br 3.219 -3.378 -8.214
Br 2.816 -1.727 -5.489
H 3.881 -3.922 -5.902
C 1.463 3.321 3.497
Br -0.408 2.992 3.823
Br 2.120 2.247 2.061
Br 1.779 5.193 3.196
H 1.995 3.049 4.396
C -0.777 -4.477 1.262
Br -1.773 -5.206 -0.208
Br -0.130 -5.847 2.449
Br 0.622 -3.335 0.645
H -1.461 -3.861 1.831
C 1.289 5.343 7.016
Br 2.373 3.756 7.042
Br 0.187 5.465 8.582
Br 2.356 6.918 6.774
H 0.632 5.267 6.162
C -2.479 -7.719 -3.057
Br -3.635 -9.228 -3.356
Br -0.996 -7.710 -4.272
Br -3.448 -6.066 -3.116
H -2.077 -7.819 -2.060
C -6.289 -4.036 -0.343
Br -7.276 -4.810 -1.799
Br -5.633 -5.389 0.855
Br -4.879 -2.905 -0.972
H -6.975 -3.420 0.218
C 7.898 0.872 1.186
Br 6.272 1.395 2.049
Br 8.814 -0.500 2.172
Br 7.578 0.337 -0.632
H 8.547 1.734 1.158
C -5.393 2.016 2.321
Br -5.843 1.573 0.514
Br -3.699 2.918 2.418
Br -6.780 3.045 3.169
H -5.295 1.090 2.871
C -5.653 -1.443 7.246
Br -5.128 -3.016 6.281
Br -4.146 -0.604 8.088
Br -6.603 -0.209 6.123
H -6.329 -1.754 8.028
*
```

---

no.,E (eV),lowest unoccupied orbital energy (eV),HOMO-LUMO gap (eV)
1,-564044.7863,3.68,6.0066
2,-2590231.7158,1.09,7.1792